The following is a DFT calculation (the ωB97M-V functional and the def2-TZVPD basis) of a structure of composition C20H25N12O2V.

```
60
Properties=species:S:1:pos:R:3:nbo_charge:R:1
V 2.449 0.313 -0.943 1.231
N 0.409 1.088 -1.162 -0.863
C -0.206 1.322 -2.470 -0.202
C 0.122 0.212 -3.464 -0.422
C 1.565 0.205 -3.964 -0.207
N 2.486 -0.446 -3.016 -0.857
H -0.034 0.297 -0.686 0.419
H 0.280 1.891 -0.554 0.388
H 0.177 2.270 -2.858 0.187
H -1.295 1.422 -2.387 0.181
H -0.545 0.322 -4.323 0.209
H -0.107 -0.760 -3.012 0.214
H 1.917 1.231 -4.100 0.200
H 1.609 -0.283 -4.942 0.178
H 3.451 -0.253 -3.292 0.412
H 2.346 -1.451 -3.032 0.378
N 4.720 2.449 0.712 -0.592
C 5.012 2.106 -0.587 0.458
N 6.079 2.545 -1.235 -0.392
N 5.987 1.970 -2.451 -0.093
N 4.928 1.251 -2.534 -0.166
N 4.268 1.301 -1.345 -0.523
C 3.568 2.101 1.385 0.442
N 3.239 2.596 2.570 -0.385
N 2.068 2.005 2.860 -0.098
N 1.716 1.215 1.906 -0.172
N 2.659 1.238 0.938 -0.483
H 5.317 3.127 1.150 0.421
C -5.242 1.000 0.318 -0.630
C -3.971 1.059 1.125 -0.029
C -3.839 2.007 2.134 -0.244
C -2.669 2.095 2.873 -0.203
C -1.633 1.209 2.638 -0.232
C -1.758 0.241 1.642 0.149
N -0.677 -0.618 1.378 -0.661
C -0.754 -2.007 1.515 0.183
C -1.871 -2.599 2.115 -0.277
C -1.950 -3.970 2.290 -0.196
C -0.903 -4.790 1.897 -0.272
C 0.212 -4.208 1.313 -0.166
C 0.299 -2.840 1.091 -0.125
C 1.524 -2.342 0.343 0.761
O 2.559 -2.996 0.360 -0.672
O 1.316 -1.283 -0.354 -0.842
C -2.916 0.182 0.851 0.018
C -3.005 -0.791 -0.293 -0.662
H -5.989 1.679 0.729 0.210
H -5.666 -0.006 0.308 0.212
H -5.071 1.284 -0.724 0.210
H -4.660 2.686 2.334 0.198
H -2.566 2.847 3.645 0.209
H -0.714 1.262 3.209 0.242
H 0.232 -0.205 1.593 0.449
H -2.674 -1.966 2.471 0.215
H -2.830 -4.393 2.760 0.200
H -0.952 -5.861 2.045 0.202
H 1.056 -4.808 0.998 0.231
H -3.531 -1.707 -0.010 0.224
H -2.008 -1.090 -0.617 0.232
H -3.534 -0.354 -1.141 0.206
```

HOMO level (spin up / spin down) ... -0.1596 / -0.1945 hartree
Lowest unoccupied orbital energy (spin up / spin down) ... 2.46 / 2.45 eV
E ... -68814.92466 eV
Charge ... -1
Gap between HOMO and LUMO (spin up / spin down) ... 0.2499 / 0.2844 Ha
2S+1 ... 4
Energy relative to the best compared isomer or geometry (same formula, charge and spin) ... 0.0000 eV
Strongest force on any atom ... 0.007 hartree/bohr